No. 1
Below is a gas-phase ion, C7H11N2O (charge +1), with properties calculated with ωB97M-V/def2-TZVPD.

Calculated values
Calculated total energy in eV: -12453.6167
ΔE to the lowest compared entry with this formula, charge and spin in kcal/mol: 111.10
SMILES string: CCCOc1ccc[nH+]n1
HOMO level in Eh: -0.5248

Structure (ORCA input):
```
! wB97M-V def2-TZVPD RIJCOSX def2/J DEFGRID3
* xyz 1 1
C -2.634 -0.830 1.505
C -1.227 -0.603 0.712
C -1.191 -1.299 -0.726
O 0.186 -1.548 -1.236
C 1.007 -0.429 -0.859
C 0.681 0.878 -1.624
C 1.597 2.055 -1.109
C 2.546 1.571 -0.001
N 2.706 0.279 0.540
N 1.948 -0.727 0.123
H -2.742 0.100 2.182
H -3.528 -0.939 0.811
H -2.468 -1.707 2.212
H -1.158 0.542 0.565
H -0.410 -0.988 1.431
H -1.698 -2.331 -0.757
H -1.684 -0.642 -1.541
H -0.098 1.016 -2.437
H 1.527 3.115 -1.521
H 3.225 2.383 0.454
H 3.418 0.102 1.275
*
```

=====

No. 2
Below is 2 unconnected molecules or ions with the total composition C7H11N2O, with properties calculated with ωB97M-V/def2-TZVPD.

Calculated values
Calculated total energy in eV: -12453.0450
ΔE to the lowest compared entry with this formula, charge and spin in kcal/mol: 33.03
HOMO level (alpha / beta) in Eh: -0.3647 / -0.5027

Structure (ORCA input):
```
! wB97M-V def2-TZVPD RIJCOSX def2/J DEFGRID3
* xyz 1 3
C -0.809 2.101 0.660
C -1.691 1.870 -0.484
C -0.507 0.866 1.085
C -1.661 0.605 -0.813
C 2.661 1.446 -0.504
C 0.654 -2.003 0.929
C -0.564 -1.396 0.162
N -0.911 -0.137 0.196
N -1.168 -2.275 -0.607
O 2.225 0.532 0.082
H -0.465 3.030 1.188
H -2.072 2.688 -1.147
H 0.361 0.609 1.710
H -1.866 0.066 -1.686
H 2.024 2.267 -0.651
H 0.567 -1.713 1.937
H 0.735 -2.976 0.496
H 1.635 -1.600 0.503
H -2.010 -2.097 -1.091
H 3.639 1.207 -0.975
H -0.775 -3.089 -0.991
*
```

=====

No. 3
Below is a gas-phase ion, C7H11N2O2 (charge +1), with properties calculated with ωB97M-V/def2-TZVPD.

Calculated values
Calculated total energy in eV: -14500.9624
ΔE to the lowest compared entry with this formula, charge and spin in kcal/mol: 96.56
SMILES string: C[N+](C)(C/C=C1/CO1)N=C=O
HOMO level in Eh: -0.5006

Structure (ORCA input):
```
! wB97M-V def2-TZVPD RIJCOSX def2/J DEFGRID3
* xyz 1 1
C 0.751 0.515 1.793
C -0.200 -0.284 1.346
C -1.814 2.050 -2.282
C 1.804 1.021 2.643
C -1.265 0.335 0.474
C 0.514 0.600 -1.164
C -0.986 -1.220 -1.342
N -1.723 0.916 -1.865
N -0.878 0.194 -0.963
O -2.201 2.996 -2.742
O 0.986 1.831 1.762
H 1.642 1.094 3.740
H 2.788 0.871 2.167
H -1.383 1.446 0.866
H -2.333 -0.128 0.689
H -0.367 -1.288 1.718
H 0.743 0.784 -2.149
H 0.781 1.512 -0.606
H 1.088 -0.331 -1.013
H -2.101 -1.449 -1.368
H -0.653 -1.241 -2.397
H -0.465 -1.774 -0.620
*
```

=====

No. 4
Below is a single C7H11N2O2P molecule, with properties calculated with ωB97M-V/def2-TZVPD.

Calculated values
Calculated total energy in eV: -23801.8664
ΔE to the lowest compared entry with this formula, charge and spin in kcal/mol: 6.67
SMILES string: CN[P@](N)(=O)Oc1ccccc1
HOMO level in Eh: -0.2960

Structure (ORCA input):
```
! wB97M-V def2-TZVPD RIJCOSX def2/J DEFGRID3
* xyz 0 1
C 3.561 0.939 -0.682
C 2.726 -0.161 -0.790
C 3.070 2.168 -0.280
C 1.404 -0.024 -0.466
C 1.668 2.328 -0.083
C 0.820 1.195 -0.184
C -2.802 -0.222 1.875
N -2.519 0.533 -1.999
N -2.967 0.333 0.581
O -1.370 -1.407 -0.503
O -0.481 1.358 -0.070
P -1.820 -0.036 -0.527
H 4.597 1.058 -0.959
H 2.972 -1.106 -1.255
H 3.812 2.991 0.009
H 0.802 -0.923 -0.476
H 1.382 3.308 0.281
H -2.195 0.524 2.482
H -3.747 -0.341 2.595
H -2.298 -1.236 1.878
H -1.974 0.262 -2.818
H -2.551 1.538 -2.201
H -3.617 1.164 0.569
*
```

=====

No. 5
Below is a gas-phase ion, C7H11N2O3S (charge +1), with properties calculated with ωB97M-V/def2-TZVPD.

Calculated values
Calculated total energy in eV: -27383.3876
ΔE to the lowest compared entry with this formula, charge and spin in kcal/mol: 22.38
HOMO level in Eh: -0.5029

Structure (ORCA input):
```
! wB97M-V def2-TZVPD RIJCOSX def2/J DEFGRID3
* xyz 1 1
C -3.464 -0.885 0.061
C 0.432 -0.942 0.123
C -1.798 0.483 0.419
C -1.126 1.790 0.428
C 2.817 -3.517 0.144
C -3.921 1.283 -0.581
C 2.558 -2.003 0.012
N -3.043 0.360 0.066
N -4.017 -1.892 0.194
O 0.396 -0.516 -0.956
O -4.575 -2.899 0.260
O 1.455 -1.544 0.771
S -0.982 -0.833 1.195
H -0.113 1.611 -0.052
H -1.785 2.559 0.013
H -0.879 2.020 1.479
H 2.312 -3.779 1.032
H 2.449 -4.051 -0.675
H 3.897 -3.690 0.069
H -4.546 0.732 -1.305
H -4.543 1.733 0.146
H -3.252 1.909 -1.230
H 2.474 -1.630 -1.039
H 3.544 -1.425 0.291
*
```

=====

No. 6
Below is 2 unconnected molecules or ions with the total composition C7H11N2S, with properties calculated with ωB97M-V/def2-TZVPD.

Calculated values
Calculated total energy in eV: -21241.1679
ΔE to the lowest compared entry with this formula, charge and spin in kcal/mol: 113.83
HOMO level (alpha / beta) in Eh: -0.4507 / -0.4508

Structure (ORCA input):
```
! wB97M-V def2-TZVPD RIJCOSX def2/J DEFGRID3
* xyz 1 1
C -1.342 0.847 0.542
C -1.663 1.740 1.443
C 0.572 0.688 2.030
C -0.045 0.226 0.794
C 0.780 -0.240 -0.137
C 0.287 -0.574 -2.415
C 1.456 1.401 -1.739
N 0.842 0.298 -1.404
N -0.297 -2.551 1.318
S -0.358 1.954 2.683
H -2.027 0.505 -0.238
H -2.635 2.157 1.713
H 1.429 0.287 2.573
H 0.541 -1.512 -1.994
H -0.754 -0.298 -2.499
H 0.825 -0.429 -3.377
H 1.935 2.140 -1.115
H 0.337 -3.322 1.302
H 1.620 1.619 -2.805
H -1.199 -2.723 1.047
H -0.305 -2.213 2.276
*
```

=====

No. 7
Below is a single C7H11N3O2 molecule, with properties calculated with ωB97M-V/def2-TZVPD.

Calculated values
Calculated total energy in eV: -15998.3322
ΔE to the lowest compared entry with this formula, charge and spin in kcal/mol: 104.38
SMILES string: CC(C)=N/C(C)=N\C=C\[N+](=O)[O-]
HOMO level in Eh: -0.3184

Structure (ORCA input):
```
! wB97M-V def2-TZVPD RIJCOSX def2/J DEFGRID3
* xyz 0 1
C -1.011 -0.893 -1.663
C -1.530 -0.457 0.549
C -0.414 0.294 -2.033
C 0.704 0.242 0.048
C -2.531 -0.525 1.646
C 1.642 -0.922 -0.098
C 1.303 1.600 -0.154
N -1.784 -1.022 -0.606
N -0.380 0.136 0.742
N 0.516 0.322 -3.068
O 0.853 1.415 -3.508
O 1.014 -0.740 -3.432
H -0.790 -1.790 -2.232
H -0.790 1.261 -1.739
H -2.871 0.480 1.890
H -2.087 -0.957 2.539
H -3.382 -1.121 1.329
H 1.197 -1.838 0.286
H 2.577 -0.728 0.428
H 1.893 -1.076 -1.148
H 1.948 1.820 0.698
H 0.540 2.373 -0.210
H 1.919 1.630 -1.051
*
```

=====

No. 8
Below is 2 unconnected molecules or ions with the total composition C7H11N3O3, with properties calculated with ωB97M-V/def2-TZVPD.

Calculated values
Calculated total energy in eV: -18049.7709
ΔE to the lowest compared entry with this formula, charge and spin in kcal/mol: 26.48
SMILES string: O=c1cc[nH]c(=O)[nH]1.CNC(C)=O
HOMO level in Eh: -0.3443

Structure (ORCA input):
```
! wB97M-V def2-TZVPD RIJCOSX def2/J DEFGRID3
* xyz 0 1
C 3.702 0.502 -0.211
C 2.488 -0.366 0.008
C 1.012 -1.272 1.654
C -3.326 0.685 -1.791
C -3.449 -0.507 -0.875
C -2.583 -0.594 0.207
C -1.102 1.264 -0.400
H 4.389 0.650 0.648
H 3.403 1.470 -0.512
H 4.210 0.035 -1.029
H 2.992 -0.673 2.076
H 0.537 -1.567 0.662
H 1.141 -2.147 2.283
H 0.246 -0.606 2.130
H -1.714 2.262 -2.126
H -4.445 -0.974 -0.826
H -2.681 -1.349 0.883
H -0.970 0.034 1.078
N 2.234 -0.675 1.308
N -2.010 1.380 -1.599
N -1.371 -0.007 0.168
O 1.721 -0.601 -0.883
O -4.105 0.937 -2.711
O -0.319 2.118 -0.145
*
```

=====

No. 9
Below is a single C7H11N3O3 molecule, with properties calculated with ωB97M-V/def2-TZVPD.

Calculated values
Calculated total energy in eV: -18043.6615
ΔE to the lowest compared entry with this formula, charge and spin in kcal/mol: 167.37
HOMO level in Eh: -0.3265

Structure (ORCA input):
```
! wB97M-V def2-TZVPD RIJCOSX def2/J DEFGRID3
* xyz 0 1
C 0.638 1.239 -0.516
C 2.238 -0.182 0.945
C 0.291 -0.181 -0.274
C -0.182 2.008 -1.585
C -1.296 -2.046 0.611
C -1.611 0.149 1.430
C -1.056 -0.589 0.228
N 1.777 1.772 -0.202
N 2.635 1.019 0.612
N 0.830 -0.991 -1.304
O 2.495 -1.170 1.522
O 1.981 -0.672 -1.597
O 0.304 -2.015 -1.731
H 0.282 2.987 -1.817
H -1.173 2.273 -1.117
H -0.405 1.406 -2.526
H -0.895 -2.218 1.582
H -0.855 -2.700 -0.172
H -2.384 -2.207 0.795
H -1.848 1.223 1.300
H -0.929 0.050 2.157
H -2.563 -0.270 1.557
H -1.772 -0.297 -0.615
H 3.498 1.412 0.718
*
```

=====

No. 10
Below is 2 unconnected molecules or ions with the total composition C7H11N3O3, with properties calculated with ωB97M-V/def2-TZVPD.

Calculated values
Calculated total energy in eV: -18048.3347
ΔE to the lowest compared entry with this formula, charge and spin in kcal/mol: 59.60
SMILES string: O=c1cc[nH]c(=O)[nH]1.CNC(C)=O
HOMO level in Eh: -0.3244

Structure (ORCA input):
```
! wB97M-V def2-TZVPD RIJCOSX def2/J DEFGRID3
* xyz 0 1
C 1.949 -0.578 1.645
C 2.228 -0.256 0.286
C 3.550 0.894 -1.407
C -1.542 -1.041 -0.001
C -2.723 -1.502 -0.625
C -3.849 -0.655 -0.777
C -2.590 1.265 0.104
H 2.514 -0.010 2.386
H 1.876 -1.767 1.906
H 0.902 -0.235 1.949
H 3.463 1.551 0.576
H 2.875 0.339 -2.091
H 3.849 1.957 -1.733
H 4.562 0.273 -1.473
H -0.724 0.820 0.715
H -2.636 -2.630 -0.713
H -4.887 -0.859 -1.118
H -4.751 1.059 0.059
N 3.001 0.785 -0.089
N -1.445 0.407 0.090
N -3.809 0.600 -0.310
O 1.564 -0.886 -0.579
O -0.708 -1.923 0.502
O -2.670 2.392 0.699
*
```

=====

No. 11
Below is a single C7H11N3S molecule, with properties calculated with ωB97M-V/def2-TZVPD.

Calculated values
Calculated total energy in eV: -22736.4224
ΔE to the lowest compared entry with this formula, charge and spin in kcal/mol: 47.86
HOMO level (alpha / beta) in Eh: -0.2333 / -0.3097

Structure (ORCA input):
```
! wB97M-V def2-TZVPD RIJCOSX def2/J DEFGRID3
* xyz 0 3
C -2.173 1.556 -1.154
C -1.188 -0.139 1.431
C -0.111 0.766 -1.033
C 0.074 -2.251 1.115
C 1.206 -0.102 2.029
C -0.749 2.130 -3.102
C -0.016 -0.991 1.976
N -2.207 1.033 -0.030
N -1.063 0.453 0.252
N -0.992 1.517 -1.824
S 1.281 0.047 -1.393
H -2.936 2.181 -1.690
H 0.747 -2.851 1.717
H 0.511 -2.045 0.130
H -0.785 -2.843 0.856
H 1.700 -0.041 1.037
H 2.012 -0.369 2.697
H 0.756 0.808 2.246
H 0.057 1.536 -3.725
H -1.743 1.950 -3.561
H -0.424 3.186 -3.060
H -0.467 -1.488 2.959
*
```

=====

No. 12
Below is a gas-phase ion, C7H11N4O2S (charge +1), with properties calculated with ωB97M-V/def2-TZVPD.

Calculated values
Calculated total energy in eV: -28314.1913
ΔE to the lowest compared entry with this formula, charge and spin in kcal/mol: 126.77
SMILES string: C=[N+](C)S([O-])([O-])#[N+]/C(C)=C\[NH+]=C=C=N
HOMO level (alpha / beta) in Eh: -0.4355 / -0.4389

Structure (ORCA input):
```
! wB97M-V def2-TZVPD RIJCOSX def2/J DEFGRID3
* xyz 1 1
C 3.693 1.216 -0.033
C 1.492 -1.611 0.230
C 3.206 0.108 -0.438
C 0.247 -1.165 0.748
C -0.517 -2.267 1.506
C -1.200 1.618 -1.445
C -3.079 0.182 -1.145
N 4.415 2.193 -0.089
N -0.276 0.002 0.720
N 2.641 -1.072 -0.270
N -2.135 0.904 -0.726
O -2.736 -0.054 1.607
O -1.482 2.085 1.455
S -1.677 0.733 1.082
H 1.544 -2.680 0.309
H -0.452 -3.060 0.803
H 0.094 -2.427 2.437
H -1.419 -1.872 1.799
H -1.237 2.685 -1.202
H -0.152 1.259 -1.470
H -1.390 1.659 -2.480
H -3.258 0.196 -2.227
H -3.814 -0.158 -0.354
H 4.285 3.220 0.046
H 3.208 -1.695 -0.863
*
```

=====

Question: Look up the calculated total energy of the second one.
Answer: -12453.0450 eV

=====

Copy entry 12 word for word.
Below is a gas-phase ion, C7H11N4O2S (charge +1), with properties calculated with ωB97M-V/def2-TZVPD.

Calculated values
Calculated total energy in eV: -28314.1913
ΔE to the lowest compared entry with this formula, charge and spin in kcal/mol: 126.77
SMILES string: C=[N+](C)S([O-])([O-])#[N+]/C(C)=C\[NH+]=C=C=N
HOMO level (alpha / beta) in Eh: -0.4355 / -0.4389

Structure (ORCA input):
```
! wB97M-V def2-TZVPD RIJCOSX def2/J DEFGRID3
* xyz 1 1
C 3.693 1.216 -0.033
C 1.492 -1.611 0.230
C 3.206 0.108 -0.438
C 0.247 -1.165 0.748
C -0.517 -2.267 1.506
C -1.200 1.618 -1.445
C -3.079 0.182 -1.145
N 4.415 2.193 -0.089
N -0.276 0.002 0.720
N 2.641 -1.072 -0.270
N -2.135 0.904 -0.726
O -2.736 -0.054 1.607
O -1.482 2.085 1.455
S -1.677 0.733 1.082
H 1.544 -2.680 0.309
H -0.452 -3.060 0.803
H 0.094 -2.427 2.437
H -1.419 -1.872 1.799
H -1.237 2.685 -1.202
H -0.152 1.259 -1.470
H -1.390 1.659 -2.480
H -3.258 0.196 -2.227
H -3.814 -0.158 -0.354
H 4.285 3.220 0.046
H 3.208 -1.695 -0.863
*
```